The following is a DFT calculation (ωB97M-V/def2-TZVPD) of a molecular structure, C32H80F6NO34PtS12.

- Gap between HOMO and LUMO (spin up / spin down): 3.54 / 3.47 eV
- Energy above the lowest of the compared OMol25 structures with the same formula, charge and spin: 165.5 kcal/mol
- Calculated total energy: -9375.85573 hartree

Geometry as ORCA input:
```
! wB97M-V def2-TZVPD RIJCOSX def2/J DEFGRID3
* xyz 1 3
Pt -11.66380 -21.33943 -18.90404
C -8.41115 -25.15122 -16.35170
F -8.20661 -26.21046 -17.15640
F -7.44163 -25.15140 -15.40949
F -8.47030 -24.08187 -17.07480
S -10.15680 -25.27125 -15.53530
O -10.15968 -26.58703 -14.93894
O -10.27745 -24.10810 -14.60722
N -11.21074 -25.01377 -17.00832
S -12.56401 -25.91888 -16.80166
O -12.99447 -26.45032 -15.49529
O -13.65068 -25.28385 -17.56330
C -12.24946 -27.51164 -17.77373
F -12.01680 -27.15214 -19.06837
F -11.18012 -28.01711 -17.25911
F -13.26477 -28.28105 -17.62545
O -22.18133 -26.49884 -13.76988
S -21.90533 -25.38322 -12.85142
O -21.51550 -24.03408 -13.31503
O -23.25116 -25.10230 -11.82595
C -24.20382 -26.11270 -11.62597
C -25.58004 -25.67719 -10.92927
C -20.66192 -25.91590 -11.53583
H -23.92671 -27.13060 -11.35179
H -24.38900 -26.37402 -12.66785
H -25.89732 -24.70729 -11.31232
H -25.45796 -25.67707 -9.84613
H -26.36837 -26.39788 -11.14666
H -21.04028 -26.67258 -10.84854
H -20.54873 -24.89331 -11.17582
H -19.80507 -26.07363 -12.19084
O -13.32371 -26.18689 -29.55819
S -13.77614 -27.10706 -28.54797
O -15.21673 -27.24532 -28.23565
O -13.26159 -28.66644 -28.83342
C -13.63489 -29.72321 -28.03774
C -14.77784 -30.56313 -28.43887
C -12.88951 -26.69984 -26.96858
H -13.69154 -29.41420 -26.99399
H -12.78499 -30.40348 -27.98299
H -15.71605 -30.28020 -27.96157
H -14.55717 -31.52073 -27.96729
H -14.88272 -30.68790 -29.51661
H -11.81072 -26.61765 -27.10112
H -13.20660 -27.39514 -26.19134
H -13.41280 -25.78634 -26.68614
O -7.92548 -18.43203 -16.35412
S -7.20768 -17.52741 -15.49028
O -7.40905 -17.58609 -14.03838
O -5.56413 -17.69593 -15.80002
C -4.71082 -16.83598 -15.08591
C -3.25616 -17.31339 -14.89531
C -7.41856 -15.81166 -16.13740
H -5.06347 -16.67385 -14.06735
H -4.69847 -15.85131 -15.55325
H -2.88410 -17.79341 -15.80043
H -3.21625 -18.13369 -14.17865
H -2.52913 -16.61632 -14.47860
H -6.93699 -15.08712 -15.48071
H -8.48362 -15.60523 -16.24299
H -7.00993 -15.85641 -17.14691
O -0.59436 -27.73031 -14.83466
S 0.15058 -28.14575 -16.05687
O -0.48888 -27.96422 -17.36037
O 1.54439 -27.26819 -16.05535
C 2.40141 -27.27452 -17.09121
C 3.09739 -25.91148 -17.29062
C 0.74879 -29.84994 -15.76768
H 1.76500 -27.47962 -17.95203
H 3.19052 -28.00578 -16.91610
H 3.66853 -25.62166 -16.40863
H 2.30919 -25.17175 -17.43079
H 3.68282 -25.86748 -18.20901
H 1.56562 -29.71460 -15.05877
H 1.12838 -30.19705 -16.72869
H -0.14592 -30.31197 -15.35039
O -4.54197 -28.59764 -24.89100
S -5.68280 -28.93930 -24.09113
O -7.00511 -28.98399 -24.76274
O -5.43788 -30.27093 -23.21668
C -6.56186 -30.88259 -22.60009
C -6.29962 -30.64847 -21.03600
C -5.75074 -27.72788 -22.66587
H -6.55345 -31.97073 -22.66323
H -7.53721 -30.66702 -23.03636
H -6.47576 -29.63221 -20.68345
H -5.33734 -30.90707 -20.59413
H -6.95002 -31.24072 -20.39233
H -5.55942 -26.72819 -23.05589
H -4.94526 -27.94682 -21.96489
H -6.65706 -27.85754 -22.07437
O -21.52893 -30.95841 -26.31111
S -22.09574 -29.96458 -25.43900
O -23.53111 -29.93380 -25.09944
O -21.28570 -30.02052 -24.04612
C -19.94656 -29.90336 -24.08487
C -19.33988 -30.87968 -22.93929
C -21.58526 -28.25613 -26.00384
H -19.68567 -28.85812 -23.91901
H -19.66688 -30.36431 -25.03218
H -19.97975 -30.84340 -22.05761
H -18.36345 -30.47302 -22.67602
H -19.25525 -31.94046 -23.17526
H -21.81050 -27.59009 -25.17093
H -22.14453 -28.17194 -26.93564
H -20.50866 -28.20458 -26.16616
O -15.22739 -19.09236 -15.75596
S -15.86138 -17.98324 -15.01905
O -15.09907 -16.75943 -14.86370
O -17.28289 -17.54863 -15.80331
C -17.93458 -16.32117 -15.67206
C -19.26851 -16.34810 -16.26701
C -16.55633 -18.36506 -13.41090
H -17.37188 -15.57323 -16.23070
H -18.00416 -15.91313 -14.66371
H -19.25154 -16.65901 -17.31159
H -19.76439 -15.37838 -16.22383
H -19.87838 -17.05176 -15.70040
H -17.33747 -19.11258 -13.54914
H -17.03449 -17.51905 -12.91720
H -15.74982 -18.88758 -12.89649
O -11.26099 -30.57090 -10.36734
S -10.98290 -31.84711 -11.02232
O -12.01909 -32.83466 -11.50448
O -9.87987 -31.58188 -12.17208
C -9.23895 -32.59583 -12.85779
C -7.72218 -32.59855 -13.02810
C -9.87189 -32.85971 -9.83484
H -9.57018 -32.62447 -13.89585
H -9.46603 -33.56263 -12.40854
H -7.34434 -33.42550 -13.62933
H -7.21689 -32.43777 -12.07577
H -7.55603 -31.70142 -13.62445
H -8.83630 -32.82311 -10.17293
H -10.24244 -33.88447 -9.86032
H -10.11925 -32.34435 -8.90677
O -17.14773 -23.14409 -23.84340
S -16.92152 -21.80213 -23.38300
O -15.80529 -21.43432 -22.51724
O -17.04977 -20.65373 -24.63045
C -17.95322 -20.93906 -25.74266
C -17.50498 -20.21132 -26.93727
C -18.50897 -21.27140 -22.61580
H -19.01202 -20.79368 -25.52838
H -17.82257 -21.98542 -26.01863
H -17.17091 -19.23022 -26.59973
H -18.30473 -19.96847 -27.63693
H -16.66718 -20.68554 -27.44845
H -19.36369 -21.70703 -23.13328
H -18.69175 -20.19683 -22.61589
H -18.47835 -21.61818 -21.58288
O -5.81012 -21.45140 -5.05673
S -5.42914 -21.89051 -6.43572
O -4.06313 -22.04625 -6.95200
O -6.25876 -23.39587 -6.51047
C -5.86763 -24.19601 -7.61291
C -7.15194 -24.98200 -8.05271
C -6.43209 -20.95673 -7.54824
H -5.06766 -24.80362 -7.18988
H -5.38638 -23.65297 -8.42630
H -7.87414 -24.39523 -8.62035
H -7.86885 -25.35734 -7.32247
H -6.81361 -25.78614 -8.70616
H -7.47017 -21.16777 -7.29142
H -6.31065 -21.34110 -8.56096
H -6.19197 -19.89423 -7.50905
*
```